[1]
Below is an isolated ion of composition C4H7O2 and charge +1 in a non-equilibrium geometry, with properties calculated with ωB97M-V/def2-TZVPD.

Geometry (Å):
C (0.90736, 0.41076, 0.11060)
C (-1.59439, -0.15801, 0.73096)
C (-1.56231, 0.39907, -0.63994)
C (2.08966, -0.47890, -0.15403)
O (0.83992, 1.59512, 0.39062)
O (-0.41714, -0.33936, -0.20404)
H (-1.60277, 0.50614, 1.69572)
H (-2.08297, -1.15370, 0.83645)
H (-2.22599, -0.09559, -1.54545)
H (-1.49125, 1.53465, -0.90678)
H (1.90677, -1.12102, -0.91672)
H (2.98629, 0.02575, -0.25075)
H (2.24683, -1.12491, 0.85336)

Properties
Kohn-Sham gap = 12.436 eV
HOMO energy = -16.80 eV
Energy above the lowest of the compared OMol25 structures with the same formula, charge and spin = 56.2 kcal per mole
Charge = +1
Energy = -306.70352 hartree

[2]
Below is C33H25BCo2F6O8S as an isolated structure in a non-equilibrium geometry, with properties calculated with ωB97M-V/def2-TZVPD.

Geometry (Å):
C (4.34421, -5.92506, 1.56317)
C (3.63361, -4.67435, 1.19664)
C (4.15600, -3.56061, 0.55607)
C (3.16268, -2.55990, 0.26549)
C (1.91112, -2.89829, 0.74983)
B (0.38458, -2.25384, 0.38382)
C (-0.18596, -2.87875, -1.00791)
C (-1.06998, -3.94824, -0.96186)
C (-1.55721, -4.50291, -2.14843)
C (-2.51152, -5.67191, -2.10718)
F (-2.70323, -6.23877, -3.33812)
F (-2.05809, -6.66078, -1.27673)
F (-3.74768, -5.29697, -1.64049)
C (-1.18262, -4.00094, -3.38471)
C (-0.32275, -2.91360, -3.41618)
C (0.10033, -2.39075, -4.76841)
F (0.00959, -1.02830, -4.84393)
F (1.40290, -2.72399, -5.04168)
F (-0.65688, -2.90027, -5.78946)
C (0.16901, -2.34212, -2.23792)
O (-0.38962, -2.72115, 1.48322)
C (-0.22108, -2.15894, 2.77186)
C (0.77014, -0.95211, 2.88952)
C (0.13920, 0.00978, 3.90110)
C (2.09927, -1.38019, 3.45612)
C (1.01592, -0.21907, 1.51948)
O (0.61855, -0.85154, 0.32064)
S (1.94365, -4.48348, 1.49127)
H (5.33724, -5.95255, 1.09832)
H (4.46170, -5.98458, 2.65483)
H (3.78156, -6.80867, 1.23103)
H (5.20231, -3.49494, 0.25478)
H (3.37141, -1.64187, -0.27235)
H (-1.39892, -4.35070, -0.00955)
H (-1.55038, -4.45060, -4.30036)
H (0.81542, -1.47271, -2.29250)
H (-1.22511, -1.82497, 3.09197)
H (0.08737, -2.98761, 3.43024)
H (0.83332, 0.79387, 4.22729)
H (-0.75005, 0.51245, 3.49810)
H (-0.18950, -0.54222, 4.79538)
H (2.74544, -0.51653, 3.65966)
H (1.95409, -1.92281, 4.39315)
H (2.60405, -2.03320, 2.74837)
H (0.44055, 0.72049, 1.51408)
H (2.08746, 0.01563, 1.39844)
O (-3.12390, 1.57535, 2.68749)
C (-2.18874, 2.23413, 2.48793)
Co (-0.96265, 3.49308, 1.99594)
C (0.71961, 2.97976, 1.96814)
O (1.83828, 2.67988, 1.92445)
C (-1.43760, 2.77366, 0.45728)
O (-1.77662, 2.24178, -0.51045)
C (-2.01217, 4.83026, 3.27791)
C (-3.44192, 5.01144, 3.27659)
C (-4.24835, 4.47257, 2.24266)
C (-5.59234, 4.81086, 2.16416)
C (-6.14976, 5.70624, 3.07818)
C (-5.35600, 6.27250, 4.08286)
C (-4.01165, 5.93261, 4.18601)
C (-0.84564, 4.25894, 3.80870)
C (-0.36773, 3.17518, 4.54619)
Co (-0.59729, 5.83889, 2.93094)
C (0.01523, 5.29384, 1.23264)
O (0.59283, 5.62700, 0.26840)
C (-1.36774, 7.26235, 2.15878)
O (-1.76736, 8.14570, 1.53308)
C (0.65090, 6.62594, 3.85737)
O (1.42777, 7.22792, 4.47087)
H (-3.81968, 3.81665, 1.47988)
H (-6.19365, 4.36215, 1.37771)
H (-7.21019, 5.93616, 3.03577)
H (-5.76086, 6.97158, 4.80740)
H (-3.34796, 6.37445, 4.93284)
H (0.70334, 3.16094, 4.76924)
H (-1.03783, 2.65575, 5.24994)

Properties
Kohn-Sham gap = 2.876 eV
HOMO energy = -6.67 eV
Energy above the lowest of the compared OMol25 structures with the same formula, charge and spin = 51.2 kcal per mole
Energy = -5662.05689 hartree

[3]
Below is the molecule C2H3NOS in a non-equilibrium geometry, with properties calculated with ωB97M-V/def2-TZVPD.

Geometry (Å):
C (1.05979, -0.14621, 0.04682)
N (-0.15607, -0.63857, 0.58341)
S (-1.57829, -1.17673, -0.41230)
C (-1.54149, 0.40558, 0.01859)
O (-1.97042, 1.49200, 0.04922)
H (1.38117, 0.66984, 0.62958)
H (1.96127, -0.96390, 0.01930)
H (0.84403, 0.35800, -0.93461)

Properties
Kohn-Sham gap = 9.282 eV
HOMO energy = -9.26 eV
Energy above the lowest of the compared OMol25 structures with the same formula, charge and spin = 73.3 kcal per mole
Structure (SMILES) = CN1SC1=O
Energy = -606.07057 hartree

[4]
Below is the molecule C3H3NO in a non-equilibrium geometry, with properties calculated with ωB97M-V/def2-TZVPD.

Geometry (Å):
C (0.03307, 0.07382, -0.17191)
C (-0.65172, 1.09487, -1.10697)
O (-0.38397, 1.19482, -2.25322)
C (-1.53183, 2.05281, -0.41336)
N (-1.96843, 2.96470, 0.12650)
H (-0.54626, -0.80724, -0.20055)
H (0.11080, 0.71412, 0.77200)
H (1.04518, -0.09494, -0.37457)

Properties
Kohn-Sham gap = 10.836 eV
HOMO energy = -11.10 eV
Energy above the lowest of the compared OMol25 structures with the same formula, charge and spin = 16.4 kcal per mole
Structure (SMILES) = CC(=O)C#N
Energy = -246.06542 hartree